{
  "formula": "C9H14",
  "method": "ωB97M-V/def2-TZVPD",
  "max_force_ev_per_a": 5.853,
  "orbital_gap_ha": 0.360,
  "lumo_ev": 0.93,
  "charge": 0,
  "relative_energy_kcal_mol": 56.61,
  "elements": ["C", "C", "C", "C", "C", "C", "C", "H", "H", "H", "H", "H", "H", "H", "H", "C", "C", "H", "H", "H", "H", "H", "H"],
  "positions_angstrom": [[-1.79615, 3.74655, 0.05885], [0.50404, 0.60588, -1.76789], [-0.15110, 1.64350, -2.53161], [0.22372, 0.58130, -0.40138], [-1.01959, 2.54053, -2.00637], [-0.64029, 1.55900, 0.22312], [-1.26854, 2.53390, -0.53391], [1.34689, 0.22665, -2.29735], [0.11280, 1.67981, -3.60020], [0.63866, -0.24192, 0.03882], [-1.66315, 3.29660, -2.59334], [-0.79442, 1.58421, 1.21286], [-1.09051, 3.89696, 0.98277], [-2.81659, 3.98983, 0.17566], [-1.39464, 4.61236, -0.50931], [0.86057, -3.97218, 2.35404], [1.63430, -4.11340, 0.98764], [0.90609, -4.70236, 3.05635], [1.33940, -3.08287, 2.90529], [-0.24396, -3.66619, 2.16974], [1.33136, -3.32029, 0.20474], [1.37361, -5.15401, 0.54739], [2.60750, -4.24384, 1.32409]],
  "atomic_forces_ev_per_a": [[3.22, 2.64, 1.79], [-1.61, 3.61, 0.36], [0.91, -1.16, -0.87], [-1.34, 1.71, -2.07], [-2.26, 0.88, 2.25], [0.84, -0.94, -4.70], [1.73, -1.46, -3.47], [0.28, -1.34, 0.22], [-0.30, 0.11, 0.46], [1.05, -1.59, 2.16], [1.55, -1.23, 0.72], [-0.30, -0.19, 3.61], [-2.17, -0.15, -0.83], [-1.23, -0.44, 0.57], [-0.37, -0.44, -0.19], [-1.14, 5.21, -2.40], [-3.58, -1.89, -0.27], [0.21, -2.82, 1.48], [-0.83, -0.95, -0.80], [1.76, -0.65, 0.44], [1.05, -1.15, 1.54], [0.22, 1.71, 0.39], [2.29, 0.54, -0.39]]
}

{
  "formula": "C9H14",
  "method": "ωB97M-V/def2-TZVPD",
  "max_force_ev_per_a": 1.520,
  "orbital_gap_ha": 0.369,
  "lumo_ev": 1.01,
  "charge": 0,
  "relative_energy_kcal_mol": 5.78,
  "elements": ["C", "C", "H", "H", "H", "H", "H", "H", "C", "C", "C", "C", "C", "C", "C", "H", "H", "H", "H", "H", "H", "H", "H"],
  "positions_angstrom": [[1.21139, 2.71562, 1.11379], [0.00758, 3.62855, 0.97966], [1.86031, 2.87181, 0.24009], [1.90133, 2.81000, 1.95187], [0.94298, 1.65938, 1.04460], [0.32027, 4.66190, 0.82904], [-0.62841, 3.59971, 1.86684], [-0.60451, 3.34899, 0.12417], [1.37243, -2.60774, -1.60159], [-0.63822, -0.75160, 0.99293], [-1.90596, -0.75666, 0.43823], [0.36286, -1.47963, 0.37091], [0.18401, -2.06514, -0.88387], [-2.14626, -1.44843, -0.73862], [-1.09863, -2.06305, -1.43934], [-0.41260, -0.17074, 1.87564], [-2.67696, -0.16766, 0.91086], [1.33124, -1.57279, 0.85228], [-3.14458, -1.44994, -1.14652], [1.11316, -2.79760, -2.64415], [1.75679, -3.54257, -1.18669], [-1.30196, -2.52837, -2.39371], [2.19373, -1.89404, -1.55643]],
  "atomic_forces_ev_per_a": [[0.76, -0.60, -1.17], [0.04, 0.20, 0.59], [-0.09, -0.02, 0.05], [-0.49, 0.42, 0.37], [-0.17, 0.05, 0.16], [-0.04, 0.05, 0.05], [-0.03, 0.02, -0.04], [0.03, -0.10, -0.04], [0.15, -0.36, -0.39], [0.17, -0.39, -0.22], [-0.01, 0.25, -0.04], [0.22, 0.15, -0.01], [-0.51, 0.07, 0.36], [0.34, 0.00, -0.28], [-0.13, 0.32, 0.79], [-0.10, -0.14, 0.18], [-0.25, -0.09, 0.00], [0.07, 0.21, -0.13], [-0.12, -0.04, -0.13], [0.18, 0.02, -0.02], [-0.17, -0.01, 0.11], [0.11, -0.04, -0.08], [0.02, 0.04, -0.14]]
}

{
  "formula": "C9H14",
  "method": "ωB97M-V/def2-TZVPD",
  "max_force_ev_per_a": 4.764,
  "orbital_gap_ha": 0.365,
  "lumo_ev": 0.99,
  "charge": 0,
  "relative_energy_kcal_mol": 39.25,
  "elements": ["C", "C", "C", "C", "C", "C", "C", "H", "H", "H", "H", "H", "H", "H", "H", "C", "C", "H", "H", "H", "H", "H", "H"],
  "positions_angstrom": [[-0.71431, 2.84766, 0.98587], [-0.91556, 0.38086, 0.86113], [-1.29543, 1.61841, 0.29755], [-1.50873, -0.84263, 0.37200], [-2.37036, -0.83427, -0.68493], [-2.23478, 1.62213, -0.77358], [-2.61254, 0.41605, -1.36382], [-0.01784, 0.30881, 1.40025], [-1.29158, -1.89207, 0.89295], [-0.35906, 2.56741, 2.01143], [-1.54394, 3.48346, 1.21737], [-2.84478, -1.80418, -1.12317], [-2.64622, 2.59090, -0.96881], [-3.04590, 0.45577, -2.27743], [0.00601, 3.25670, 0.42595], [2.92350, -2.25950, 0.48325], [2.90630, -1.23341, -0.76822], [1.93747, -2.73722, 0.61642], [3.54388, -3.04655, 0.16876], [3.37998, -1.93299, 1.42407], [2.36104, -0.29027, -0.60385], [3.96914, -0.96729, -0.97386], [2.37369, -1.70779, -1.61931]],
  "atomic_forces_ev_per_a": [[-2.94, -2.72, 2.58], [-1.50, -0.99, -2.94], [-0.11, -1.71, 1.02], [1.06, -1.22, 2.24], [-0.97, 0.05, -2.47], [1.26, -0.69, 1.59], [1.27, -0.47, 3.59], [0.68, 0.02, 1.40], [-0.25, 2.56, -1.11], [0.12, 0.10, -1.07], [-0.32, 1.00, -0.26], [1.07, 1.90, 0.91], [-0.11, 0.30, -1.08], [-1.90, -0.13, -2.49], [2.67, 1.98, -1.93], [-0.98, 1.21, -1.36], [0.13, -0.50, 1.38], [0.29, 0.55, 0.30], [0.94, -1.24, -0.50], [-0.50, 0.49, -0.24], [0.19, -0.36, 0.34], [-0.87, -0.26, -0.31], [0.77, 0.12, 0.39]]
}

{
  "formula": "C9H14",
  "method": "ωB97M-V/def2-TZVPD",
  "max_force_ev_per_a": 1.846,
  "orbital_gap_ha": 0.365,
  "lumo_ev": 1.01,
  "charge": 0,
  "relative_energy_kcal_mol": 15.50,
  "elements": ["C", "C", "C", "C", "C", "C", "C", "H", "H", "H", "H", "H", "H", "H", "H", "C", "C", "H", "H", "H", "H", "H", "H"],
  "positions_angstrom": [[0.48838, -2.52395, -0.31443], [0.20570, -1.08495, -0.60436], [1.13130, -0.31374, -1.30350], [-1.05672, -0.54990, -0.35089], [0.71255, 0.87621, -1.88073], [-1.33686, 0.76774, -0.65302], [-0.49643, 1.44764, -1.53392], [0.86592, -3.02273, -1.21905], [-0.31145, -3.22886, -0.10690], [2.16541, -0.63646, -1.32095], [-1.78268, -1.19932, 0.12190], [1.40655, 1.41629, -2.51092], [-2.28156, 1.20910, -0.36352], [-0.89372, 2.32321, -2.02769], [1.28655, -2.68838, 0.41495], [-0.20992, 0.02920, 2.62433], [0.35397, 1.42673, 2.39202], [-1.22620, -0.05522, 2.26842], [0.47633, -0.71941, 2.22095], [-0.08675, -0.21416, 3.68668], [1.40669, 1.52840, 2.64782], [-0.17883, 2.14395, 3.02798], [0.15540, 1.80581, 1.38927]],
  "atomic_forces_ev_per_a": [[1.14, -1.22, -0.64], [-0.82, -0.27, -0.45], [-0.30, -0.01, 0.53], [0.49, -0.26, 0.43], [0.85, 0.50, 0.34], [-0.38, -0.10, -0.93], [-0.70, -0.41, 0.04], [0.30, 0.44, -0.06], [-0.66, 0.69, 0.64], [-0.04, -0.12, -0.57], [-0.09, 0.20, 0.19], [-0.04, 0.05, -0.11], [-0.06, -0.02, -0.03], [0.39, 0.34, 0.18], [-0.15, 0.18, 0.19], [1.64, 0.02, 0.84], [-0.77, 0.65, 0.25], [-0.09, -0.32, 0.09], [-0.47, -0.04, -0.73], [-0.74, 0.23, 0.10], [0.08, -0.17, -0.18], [0.07, -0.08, 0.11], [0.36, -0.28, -0.20]]
}

{
  "formula": "C9H14",
  "method": "ωB97M-V/def2-TZVPD",
  "max_force_ev_per_a": 1.517,
  "orbital_gap_ha": 0.368,
  "lumo_ev": 1.01,
  "charge": 0,
  "relative_energy_kcal_mol": 11.19,
  "elements": ["C", "C", "C", "C", "C", "C", "C", "H", "H", "H", "H", "H", "H", "H", "H", "C", "C", "H", "H", "H", "H", "H", "H"],
  "positions_angstrom": [[1.81456, -1.58302, -0.36807], [0.90707, -1.16412, 1.92703], [0.64342, -1.48066, 0.57852], [-0.14370, -0.72893, 2.71660], [-0.67232, -1.47396, 0.13696], [-1.45653, -0.66427, 2.26045], [-1.69910, -0.99652, 0.93877], [1.92929, -1.15265, 2.27897], [0.12554, -0.37389, 3.70635], [1.65074, -2.41355, -1.05229], [2.72571, -1.70158, 0.14790], [-0.75428, -1.75226, -0.90726], [-2.15847, -0.21486, 2.94895], [-2.71073, -0.96274, 0.54955], [1.96764, -0.64762, -0.91236], [-0.80162, 1.69400, -1.54226], [0.21630, 2.65021, -2.17078], [-0.42752, 1.33602, -0.59377], [-1.74540, 2.22710, -1.44449], [-1.01499, 0.84417, -2.19422], [-0.19809, 3.25371, -2.97495], [0.74605, 3.17877, -1.38288], [1.05644, 2.12665, -2.64672]],
  "atomic_forces_ev_per_a": [[-1.22, -0.13, -0.44], [-0.74, 0.17, -1.14], [0.77, 0.66, 1.13], [0.60, -0.08, 0.58], [0.87, 0.23, -0.35], [1.01, 0.59, 0.09], [-0.72, -0.80, 0.03], [0.00, 0.01, 0.13], [-0.33, -0.12, 0.11], [0.27, 0.09, -0.28], [1.06, -0.55, 0.77], [-0.74, 0.14, -0.03], [-0.47, -0.22, -0.32], [0.05, 0.09, -0.04], [-0.42, -0.08, -0.25], [0.06, 0.37, -0.90], [0.89, -0.95, -0.18], [-0.22, -0.16, 0.27], [-0.08, -0.08, 0.48], [0.12, -0.06, 0.08], [-0.08, 0.43, 0.36], [-0.41, 0.80, -0.09], [-0.26, -0.34, -0.02]]
}